A cluster of 2 separate species, C4H12N3 in total at a distorted geometry. Source: the Open Molecules 2025 dataset; level of theory: ωB97M-V/def2-TZVPD.

Results
Relative energy (zero: lowest compared OMol25 entry of this formula, charge and spin)   19.96 kcal/mol
<S²>   0.753
LUMO (spin up / spin down)   0.75 / 0.74 eV
Total charge   0
Multiplicity   2

Atoms and positions in Å:
C  0.870  2.839  0.362
C  1.228  1.753  -1.825
N  0.725  1.742  -0.569
H  1.452  2.527  1.234
H  -0.106  3.209  0.683
H  1.406  3.643  -0.141
H  1.843  2.573  -2.167
H  1.014  0.942  -2.502
H  0.291  0.893  -0.230
C  -1.836  -0.642  0.410
N  -0.614  -3.062  0.946
C  0.086  -1.960  0.348
N  -0.425  -0.843  0.114
H  -2.084  0.405  0.245
H  -2.105  -0.876  1.440
H  -2.456  -1.233  -0.263
H  -0.433  -3.905  0.434
H  -0.297  -3.151  1.906
H  1.135  -2.180  0.148

Force components x, y, z for each atom (eV/Å):
0.17 -0.41 -0.47
0.44 0.12 -0.90
-0.33 0.32 0.79
-0.04 0.14 0.10
0.02 0.10 0.10
-0.04 0.08 0.10
-0.09 0.03 0.16
-0.06 -0.08 0.15
0.13 -0.08 -0.15
-0.22 0.34 -0.02
-0.37 0.80 0.09
0.09 -0.88 0.38
-0.04 0.03 0.05
0.09 0.04 -0.08
0.07 -0.20 -0.01
-0.02 -0.13 0.07
0.26 -0.48 0.05
-0.10 -0.30 -0.07
0.06 0.55 -0.34

natural (NBO) population analysis, charges in e, atoms 1 to 6: C -0.40; C -0.35; N -0.60; H 0.18; H 0.19; H 0.20